Record 1
Here is a structure of composition C39H28BaF3N6OPS from the Open Molecules 2025 dataset. Energies are from ωB97M-V with the def2-TZVPD basis set.

```
80
Properties=species:S:1:pos:R:3:forces:R:3:lowdin_charge:R:1
Ba 0.426327 1.294429 0.916907 -0.51 0.17 0.46 1.670
N -0.126573 -3.392979 2.319208 -0.06 0.10 -0.01 0.131
C -0.403925 -2.103411 2.062732 0.07 0.00 -0.05 -0.161
N 0.262271 -1.095140 2.517238 -0.14 0.09 -0.02 0.032
C 1.337448 -1.324773 3.352769 0.68 -0.20 0.20 -0.298
N 2.039330 -0.385550 3.898091 -0.37 0.30 -0.36 0.071
N 1.739656 0.877852 3.397623 0.08 0.05 0.43 -0.087
C 1.902998 1.836932 4.216534 -0.01 0.10 -0.12 -0.089
C 1.766883 3.254403 3.813383 0.03 0.04 0.22 -0.265
C 2.109139 4.227149 4.747260 -0.04 0.09 -0.09 -0.018
C 2.017191 5.565237 4.391891 0.01 -0.08 0.04 -0.051
C 1.583255 5.885760 3.119749 -0.02 0.00 -0.05 -0.046
C 1.254086 4.849652 2.255191 -0.08 0.04 -0.03 -0.119
N 1.339374 3.568054 2.583690 0.06 -0.30 0.03 0.026
C 1.756214 -2.710783 3.616430 -0.26 -0.13 0.02 -0.080
C 2.897537 -3.037812 4.352226 -0.05 0.03 0.01 -0.010
C 3.241526 -4.356910 4.551744 0.01 -0.05 0.01 -0.070
C 2.452579 -5.378019 4.018483 0.01 0.00 0.01 -0.070
C 1.326721 -5.079625 3.281822 -0.01 0.06 -0.01 -0.015
C 0.986548 -3.742978 3.082268 -0.01 -0.01 -0.04 -0.173
H -0.695359 -4.102862 1.886686 0.04 -0.04 0.02 0.153
H -1.250996 -1.917333 1.410949 0.00 -0.03 -0.01 0.124
H 2.169541 1.664762 5.259025 0.11 -0.15 -0.03 0.123
H 2.443722 3.938084 5.734304 0.00 -0.03 0.00 0.113
H 2.279918 6.338329 5.101629 0.00 0.01 -0.01 0.111
H 1.489301 6.910723 2.790291 0.01 0.01 0.02 0.108
H 0.891356 5.061025 1.255064 0.01 0.01 0.00 0.109
H 3.496264 -2.233360 4.754506 0.00 0.01 0.00 0.112
H 4.126959 -4.606094 5.120469 0.00 0.01 0.00 0.106
H 2.729449 -6.411495 4.178672 -0.01 0.00 0.00 0.108
H 0.711021 -5.861891 2.855124 0.01 -0.01 0.01 0.114
F -4.945707 3.561211 1.527377 -0.05 0.17 -0.31 0.106
C -4.809042 3.912918 0.245762 -0.10 0.04 0.06 -0.585
F -5.395674 5.139436 0.122495 0.02 -0.37 0.01 0.099
F -5.562386 3.060095 -0.498489 0.13 0.17 0.24 0.117
C -3.389753 3.962725 -0.258290 0.03 0.04 -0.05 -0.142
C -3.108950 4.917453 -1.220897 -0.06 0.02 0.13 -0.015
C -1.843085 5.014849 -1.776297 0.13 -0.05 -0.06 -0.067
C -0.894944 4.114284 -1.329049 -0.25 0.15 -0.06 -0.165
N -1.158129 3.186456 -0.419793 0.26 -0.29 0.29 -0.116
C -2.380749 3.047346 0.139954 -0.41 -0.23 0.15 -0.755
S -2.655459 1.731584 1.270045 0.19 0.41 -0.46 0.421
H -3.891736 5.596543 -1.530577 0.01 0.01 -0.01 0.121
H -1.606922 5.752692 -2.529403 0.00 0.00 0.00 0.100
H 0.118551 4.122011 -1.719592 -0.01 0.00 -0.01 0.114
O 2.189965 1.219268 -0.888773 0.33 0.03 -0.19 -0.325
C 2.017265 -0.011968 -0.714454 0.60 0.35 -0.63 -0.486
C 2.417272 -0.855251 -1.880453 -0.46 -0.53 0.23 -0.263
C 3.682392 -0.936938 -2.450454 0.02 0.06 0.01 -0.035
C 3.911472 -1.817416 -3.495353 0.03 0.04 0.01 -0.084
C 2.876587 -2.598540 -3.996933 -0.05 -0.04 -0.03 -0.088
C 1.604426 -2.504765 -3.451450 0.09 0.05 0.03 -0.088
C 1.371589 -1.653186 -2.371752 0.11 -0.02 -0.19 -0.342
P -0.270352 -1.397483 -1.605726 0.16 -0.12 0.30 1.076
C -1.135679 -2.937592 -2.073230 -0.05 -0.06 -0.06 -0.380
C -2.316636 -2.988861 -2.805083 0.00 0.00 -0.03 -0.077
C -2.962945 -4.201311 -3.019847 -0.01 0.02 -0.01 -0.082
C -2.436299 -5.377518 -2.512040 0.00 -0.01 0.00 -0.096
C -1.253654 -5.338564 -1.782087 0.02 0.00 0.00 -0.096
C -0.615730 -4.129834 -1.557455 -0.05 -0.03 -0.01 -0.131
C -1.022657 -0.100522 -2.636925 -0.09 0.07 -0.01 -0.374
C -0.416499 0.454461 -3.762299 0.00 -0.01 0.01 -0.065
C -1.026816 1.501194 -4.439872 0.04 -0.03 -0.01 -0.077
C -2.249411 1.996256 -4.008668 -0.02 0.02 -0.02 -0.086
C -2.858341 1.453560 -2.886355 -0.03 -0.02 0.02 -0.080
C -2.240595 0.422293 -2.195410 0.00 0.05 -0.03 -0.131
H 4.481172 -0.310170 -2.072601 -0.01 0.00 0.03 0.113
H 4.900074 -1.890860 -3.931996 0.00 0.00 0.00 0.100
H 3.061858 -3.277933 -4.819454 -0.01 0.00 0.00 0.099
H 0.798418 -3.101327 -3.860379 -0.02 -0.01 0.00 0.106
H -2.735765 -2.079821 -3.218464 0.01 0.01 0.01 0.099
H -3.880227 -4.221214 -3.594607 0.00 -0.01 0.00 0.103
H -2.938063 -6.320472 -2.686240 0.00 0.00 0.00 0.100
H -0.822854 -6.253621 -1.393928 -0.01 -0.01 0.00 0.099
H 0.314089 -4.113878 -0.996562 0.01 0.04 0.00 0.103
H 0.540272 0.077203 -4.101019 0.00 0.00 -0.01 0.105
H -0.539748 1.929666 -5.306872 -0.01 0.01 0.00 0.102
H -2.721298 2.814535 -4.538212 0.00 0.00 0.00 0.104
H -3.800553 1.846947 -2.525855 -0.01 0.01 0.00 0.106
H -2.698509 0.052659 -1.284393 0.01 -0.03 0.00 0.081
```
Positions in Å, forces in eV/Å.

Its relative energy (zero: lowest compared OMol25 entry of this formula, charge and spin) is 132.1 kJ/mol. As for the orbital gap: 5.91 eV. The value obtained for the HOMO energy is -6.5713 eV. Its charge is 0.

---

Record 2
Here is a structure of composition C22H40BrF6N4O4P2S2 from the Open Molecules 2025 dataset. Energies are from ωB97M-V with the def2-TZVPD basis set.

```
81
Properties=species:S:1:pos:R:3:forces:R:3:lowdin_charge:R:1
C 4.439632 0.015862 1.078330 -5.81 0.24 -0.92 0.148
C 3.143854 -0.066536 1.021064 4.95 0.25 0.07 -0.103
C 1.590652 -0.398537 0.906161 1.88 0.56 0.85 -0.238
C 1.447349 -1.474230 -0.304651 0.60 1.28 -0.51 -0.323
P 2.529487 -2.984817 0.086722 0.95 -2.22 -0.40 0.967
C 2.692729 -3.266980 1.990025 1.08 0.22 0.26 -0.276
O 4.146287 -2.680477 -0.516901 -1.52 0.11 1.37 -0.349
C -0.117270 -1.782405 -0.757959 2.18 0.43 -0.82 -0.308
C -0.348246 -1.152568 -2.232119 -1.27 1.59 -1.03 -0.161
C -1.823312 -1.416269 -2.912721 0.81 0.54 -1.25 -0.220
C -2.090043 -0.266412 -4.059193 -0.02 -0.38 0.93 -0.111
C -0.404168 -3.345883 -1.060283 -1.07 -2.76 0.75 -0.270
F 0.049527 -3.782585 -2.392332 -0.32 1.73 2.20 -0.079
C -1.942436 -3.871424 -0.929233 -0.29 -0.91 -0.47 -0.198
C -2.291939 -4.934831 -2.131045 -1.29 -0.09 1.12 -0.097
C -0.933866 -1.157145 0.477833 -1.52 -3.43 -1.72 -0.411
P -0.999950 -2.441801 1.931542 -1.63 -2.05 1.02 0.451
S -2.812255 -2.734312 2.626714 0.68 0.63 -0.37 0.228
N -0.761686 0.292451 0.868425 -1.28 1.47 -0.99 -0.364
Br -2.037065 1.117544 -0.391411 0.35 0.71 -1.18 1.157
C -1.629119 0.615071 2.066958 -4.12 1.38 1.10 -0.241
C -1.451048 0.555327 3.598937 -1.62 1.16 6.44 -0.546
N -1.369765 1.936101 4.299014 0.88 0.97 -1.82 0.025
N -2.828201 0.157640 4.194543 -0.02 -1.11 -1.97 0.009
N -0.522926 -0.261694 4.370296 0.18 -1.15 -1.53 0.061
C 0.605075 0.919099 0.734583 3.06 -1.01 -2.34 -0.328
C 1.084415 1.572379 -0.634600 2.37 1.54 -1.72 -0.203
O 0.453661 2.795286 -1.083038 0.13 -1.63 0.08 -0.250
C 0.619240 3.036648 -2.503018 -1.38 1.90 -1.14 -0.198
C -0.626618 4.012784 -2.941669 -0.34 -1.65 -0.99 -0.173
C -0.913727 3.627174 -4.514586 1.13 0.27 0.26 -0.119
S 0.997898 2.316768 1.917745 -3.39 1.97 8.32 0.916
O -0.133026 3.344199 2.037212 3.28 -3.65 -1.82 -0.290
O 1.426302 1.754731 3.278426 -0.96 0.57 -5.20 -0.293
C 2.400501 3.467823 1.633901 4.76 2.83 1.57 -0.300
F 2.457634 4.234555 2.887090 -1.02 -2.47 -3.21 0.052
F 3.726526 2.923470 1.578232 -3.64 0.76 -0.32 0.055
C 2.363690 4.631307 0.543203 1.45 4.25 -2.12 -0.277
F 3.257344 5.667943 1.049754 -2.42 -3.00 -1.32 0.071
F 1.145904 5.298766 0.300798 3.16 -2.43 0.74 0.112
F 2.972419 4.295205 -0.734832 -2.04 0.22 3.55 0.063
H 5.563499 0.259678 0.949386 -2.61 -0.69 0.48 0.100
H 1.326024 -0.815762 1.957352 0.33 0.42 -1.89 0.101
H 1.935924 -1.068053 -1.285386 -0.50 -0.51 2.01 0.133
H 1.905225 -4.015808 2.386353 1.10 1.45 -0.80 0.048
H 3.716397 -3.814495 2.106844 -1.76 0.96 -0.26 0.065
H 2.779068 -2.301671 2.596834 -0.22 -1.45 -0.54 0.032
H 4.771023 -3.351266 -0.154661 -0.81 0.54 -0.34 0.058
H 0.514802 -1.427271 -2.969927 -1.66 -0.05 1.53 0.155
H -0.372473 -0.008447 -2.303391 0.50 -1.50 0.85 0.048
H -2.684187 -1.302100 -2.164572 1.37 -0.61 -1.01 0.087
H -1.802627 -2.410175 -3.482106 -0.30 1.31 1.34 0.100
H -2.741854 -0.723278 -4.885363 1.20 0.83 1.07 0.087
H -1.075836 0.147341 -4.448733 -1.91 -0.72 0.42 0.084
H -2.709518 0.579486 -3.575471 1.12 -1.09 -0.86 0.063
H 0.137962 -4.101021 -0.377344 -0.32 1.78 -1.10 0.096
H -2.093380 -4.499336 0.042096 0.52 1.35 -1.57 0.098
H -2.730826 -3.043142 -0.887967 1.14 -1.19 -0.19 0.091
H -2.537907 -4.423795 -3.125773 0.76 -0.85 1.45 0.070
H -3.282480 -5.443949 -1.782288 1.69 0.89 -0.67 0.093
H -1.521664 -5.785254 -2.205048 -1.05 1.63 -0.07 0.092
H -2.040717 -1.281690 0.114259 1.88 0.47 1.22 0.084
H -0.715218 -3.805825 1.502892 0.74 1.50 -0.45 -0.004
H 0.025477 -2.285703 2.904088 -0.10 0.48 -0.57 -0.028
H -2.049509 1.705144 1.941777 1.50 -1.94 0.14 0.106
H -2.610993 0.018976 1.816348 2.07 0.62 0.93 0.102
H -1.587488 1.826342 5.300996 0.17 -0.26 -0.93 0.082
H -2.102053 2.563421 3.929433 0.55 -0.33 0.23 0.074
H -3.515185 0.900581 4.001799 0.58 -0.52 0.59 0.082
H -2.722487 -0.042287 5.198440 -0.14 0.30 -0.89 0.083
H -0.509751 -0.061561 5.377945 0.16 0.10 -1.06 0.106
H 0.397240 -0.453944 3.973691 -0.43 0.73 0.53 0.048
H 2.200159 1.916277 -0.472360 -1.67 -1.06 0.47 0.153
H 1.264819 0.918124 -1.548893 -0.89 0.15 1.56 0.126
H 0.526255 2.112285 -3.177791 0.24 0.88 1.41 0.114
H 1.591081 3.603168 -2.762292 -1.27 -1.13 0.67 0.142
H -0.392791 5.125731 -2.792784 -0.42 -1.82 -0.14 0.118
H -1.592880 3.671018 -2.385732 1.90 0.93 -0.55 0.099
H -1.601266 2.705410 -4.620104 0.97 1.67 0.26 0.063
H -1.289101 4.528120 -5.115834 0.37 -1.51 0.91 0.082
H 0.113776 3.315469 -4.954662 -1.71 0.61 0.40 0.079
```
Positions in Å, forces in eV/Å.

As for the orbital gap: 4.88 eV. The value obtained for the HOMO energy is -10.5913 eV. Its charge is +1.

---

Record 3
Here is a cluster of 2 separate species, C6H13N in total from the Open Molecules 2025 dataset. Energies are from ωB97M-V with the def2-TZVPD basis set.

```
20
Properties=species:S:1:pos:R:3:forces:R:3:lowdin_charge:R:1
C -1.064128 -0.242450 -1.098578 -1.64 0.81 1.34 -0.040
C -1.285627 0.208147 0.180546 -2.41 -0.45 -2.10 -0.506
C -1.489228 1.683318 0.445364 0.99 -0.21 0.41 -0.057
N -1.855138 -0.669356 1.134512 0.32 0.15 0.13 0.065
H -1.396950 -1.231184 -1.381327 0.44 -0.33 0.12 0.077
H -1.032646 0.462973 -1.914838 0.43 0.16 0.06 0.077
H -0.941909 2.287038 -0.274529 0.07 0.02 -0.02 0.080
H -1.122706 1.929829 1.445622 -0.05 0.19 0.01 0.076
H -2.541721 1.957337 0.389155 -0.09 -0.20 0.01 0.082
H -2.188475 -0.229456 1.980643 0.08 -0.02 -0.15 0.081
H -2.533746 -1.317619 0.759554 0.20 0.06 0.06 0.086
C 2.743018 -1.106663 -1.228229 0.55 0.13 0.04 -0.023
C 1.754292 -0.531019 -0.574220 -2.54 -0.97 -1.71 -0.276
C 1.599089 -0.104132 0.800124 -2.38 0.87 0.80 -0.113
H 2.660492 -1.386350 -2.268791 -0.15 -0.16 -0.01 0.042
H 3.701844 -1.291444 -0.760205 0.20 0.11 0.00 0.047
H 0.642485 -0.545324 -1.062679 2.93 0.28 0.38 0.071
H 1.921454 0.923435 0.975735 0.31 -0.03 0.04 0.078
H 0.395207 -0.015475 0.924952 2.88 -0.42 0.34 0.074
H 2.034391 -0.781604 1.527189 -0.11 0.01 0.23 0.079
```
Positions in Å, forces in eV/Å.

Its relative energy (zero: lowest compared OMol25 entry of this formula, charge and spin) is 264.8 kJ/mol. As for the orbital gap: 8.78 eV. The value obtained for the HOMO energy is -7.9607 eV. Its charge is 0.